Entry 1:
Formula: C22H19N2O3ReS
Source: the OMol25 dataset
Level of theory: wB97M-V/def2-TZVPD

Last column: Löwdin charge in e.
Atoms and positions in Å:
Re1 0.8957 2.8113 0.0088  1.622
C1 -0.9650 6.2199 1.5039  0.007
C2 -0.4041 4.8402 1.5962  -0.366
O1 0.4587 4.5395 0.6174  -0.237
C3 -0.7243 3.9644 2.5887  0.010
C4 -0.1420 2.6778 2.7910  -0.263
C5 -0.3107 1.9912 4.1033  -0.004
N1 0.5974 2.1266 1.8539  -0.121
N2 1.3181 0.9947 2.2035  0.118
C6 2.1147 0.6532 1.2519  -0.362
O2 2.1260 1.3721 0.1065  -0.228
C7 3.1085 -0.4066 1.3757  -0.160
C8 3.8713 -0.7850 0.2714  -0.014
C9 4.8150 -1.7890 0.4029  -0.059
C10 4.9999 -2.4134 1.6280  -0.058
C11 4.2396 -2.0378 2.7292  -0.060
C12 3.2927 -1.0389 2.6079  -0.016
H1 -1.9965 6.1772 1.1499  0.105
H2 -0.9675 6.7019 2.4799  0.100
H3 -0.3819 6.8137 0.8054  0.094
H4 -1.3886 4.3229 3.3608  0.128
H5 -1.0798 2.4861 4.6887  0.089
H6 -0.5627 0.9427 3.9534  0.095
H7 0.6289 2.0167 4.6573  0.105
H8 3.7250 -0.2934 -0.6797  0.116
H9 5.4082 -2.0836 -0.4517  0.112
H10 5.7405 -3.1953 1.7282  0.112
H11 4.3897 -2.5256 3.6825  0.111
H12 2.6973 -0.7376 3.4582  0.113
C13 -6.4161 2.7737 -5.5284  -0.043
C14 -6.6573 1.4210 -6.1370  -0.720
O3 -7.4724 1.2045 -6.9827  0.037
S1 -5.7184 -0.0167 -5.5627  1.048
C15 -4.4696 0.6268 -4.4806  -0.529
C16 -3.4674 1.4734 -4.9580  -0.079
C17 -2.4757 1.9176 -4.1102  0.000
C18 -2.4560 1.4972 -2.7712  -0.246
C19 -3.4517 0.6298 -2.3015  -0.003
C20 -4.4524 0.2049 -3.1516  -0.075
C21 -1.4281 1.9267 -1.9065  -0.047
C22 -0.5347 2.3034 -1.1516  -0.175
H13 -5.6662 3.3001 -6.1208  0.093
H14 -6.0746 2.7233 -4.4980  0.074
H15 -7.3517 3.3250 -5.5943  0.094
H16 -3.4648 1.7648 -5.9993  0.120
H17 -1.6986 2.5767 -4.4721  0.126
H18 -3.4305 0.3026 -1.2710  0.125
H19 -5.2310 -0.4538 -2.7922  0.113

Cartesian forces, eV/Å:
-0.44 0.15 -0.39
-0.01 0.00 0.01
-0.17 -0.10 0.14
0.29 0.14 0.10
0.10 0.04 -0.04
-0.01 0.28 -0.11
0.01 -0.06 0.01
-0.03 -0.07 0.03
0.21 -0.33 -0.03
0.00 0.20 0.37
0.33 0.19 0.00
-0.09 -0.31 0.01
-0.04 0.05 0.06
0.02 -0.02 -0.01
0.00 0.00 -0.01
0.00 0.00 0.00
-0.01 0.00 -0.06
0.01 -0.01 -0.03
-0.01 -0.01 0.01
0.01 0.02 0.01
-0.01 0.00 0.00
-0.01 0.00 0.01
0.01 0.00 0.01
0.00 0.00 -0.01
0.00 0.01 -0.01
0.00 0.00 0.00
0.01 0.00 -0.01
0.00 0.00 0.01
-0.01 0.01 0.00
-0.02 0.05 -0.01
-0.01 0.02 0.02
0.00 -0.02 0.01
0.07 -0.06 0.02
-0.05 0.01 -0.06
-0.02 -0.01 0.00
0.02 0.00 0.03
-0.07 -0.04 -0.12
0.02 0.02 0.01
-0.02 -0.01 0.01
0.08 0.09 0.01
-0.21 -0.24 0.01
0.01 0.00 0.01
-0.01 -0.02 0.01
0.02 0.03 0.00
0.00 0.01 -0.01
0.01 0.00 0.00
0.00 0.00 0.00
0.00 -0.01 0.00

Computed properties:
HOMO level (alpha / beta), eV: -11.41 / -11.41
Gap between HOMO and LUMO (alpha / beta), eV: 6.248 / 6.534
Expectation value of S²: 0.7582
Electronic energy, eV: -45201.302
Multiplicity: 2
Charge: +1

---

Entry 2:
Formula: C22H19N3O3
Source: the OMol25 dataset
Level of theory: wB97M-V/def2-TZVPD

Last column: Löwdin charge in e.
Atoms and positions in Å:
C1 -3.6181 1.3126 2.8516  -0.108
C2 -2.9943 0.9139 4.0543  -0.246
O1 -1.4915 0.9586 3.9666  -0.004
C3 -0.8569 0.0712 3.3898  -0.440
C4 -1.4519 -0.8980 2.8639  -0.061
C5 -0.5869 -2.0034 2.2183  -0.124
C6 0.7050 -1.8574 2.1523  -0.073
C7 1.4432 -0.4847 2.6132  -0.061
C8 0.6318 0.3361 3.3625  0.101
H1 0.9191 1.1643 3.7938  0.072
C9 3.0082 -0.3624 2.4891  -0.529
O2 3.6441 0.1264 3.5308  -0.026
N1 3.2960 -0.2353 1.3533  0.122
C10 2.8869 -0.8200 0.0083  -0.201
C11 3.4380 -1.7033 -0.6147  -0.101
C12 2.8165 -2.3669 -1.7520  0.041
C13 1.5728 -1.6081 -2.2934  0.034
C14 1.1274 -0.5884 -1.6056  -0.227
C15 1.8221 -0.0099 -0.6077  -0.092
C16 1.2588 1.0689 0.1831  -0.040
H2 0.3281 1.1111 0.6802  0.076
H3 2.0167 1.3616 0.9959  0.116
H4 1.1841 1.8760 -0.6232  0.115
C17 0.0161 -0.0974 -2.2079  -0.242
N2 -0.5219 1.1570 -1.7854  0.204
C18 -1.7499 1.2395 -2.7153  -0.112
N3 -2.9169 2.1282 -2.4741  0.154
C19 -3.4256 2.0687 -3.6970  -0.284
C20 -3.4354 1.2073 -4.6547  -0.161
C21 -2.4064 0.3779 -4.8600  0.037
C22 -1.3864 0.4048 -3.8111  -0.226
O3 -0.3410 -0.2013 -3.4524  0.122
H5 -2.1608 -0.2196 -5.7619  0.130
H6 -4.1928 1.4630 -5.4768  0.149
H7 -4.4324 2.7891 -3.4589  0.165
H8 1.4291 -2.0561 -3.3747  0.167
H9 3.3613 -2.9177 -2.3885  0.041
H10 4.1788 -2.5828 -0.2166  0.183
H11 4.4652 -0.3911 1.3176  0.261
H12 1.5886 -2.5795 1.5406  0.167
H13 -1.0967 -2.9719 1.6405  0.156
H14 -2.3750 -1.5932 2.9597  0.150
H15 -3.2043 1.5147 5.1245  0.173
H16 -3.3768 -0.1150 4.5370  0.148
H17 -3.1580 0.7938 2.1191  0.032
H18 -4.7608 1.4251 2.8815  0.127
H19 -3.3843 2.4115 2.6692  0.114

Cartesian forces, eV/Å:
-3.14 5.26 0.14
1.04 -1.73 7.99
-5.07 5.94 4.19
6.12 1.32 0.01
-1.75 -12.13 -4.86
-3.26 -0.70 -1.05
7.59 1.66 -2.02
-2.44 -3.80 1.94
-2.02 -5.41 -3.84
1.64 4.23 2.26
-6.10 3.10 15.21
-1.39 -2.72 -3.69
11.13 -2.55 -14.23
-6.69 11.30 6.06
5.60 -14.00 -5.24
-4.73 7.52 0.91
8.14 -9.18 -2.63
0.45 0.14 -0.96
0.14 -2.41 4.50
2.97 3.86 -0.30
-1.29 -0.92 -0.06
-1.20 0.03 -1.61
0.07 -0.29 1.46
-4.58 11.66 1.36
-3.95 -4.46 -1.20
2.47 2.08 3.56
6.50 -3.64 -2.84
-7.33 6.80 8.06
-1.47 -1.15 -6.87
4.66 -2.63 0.02
-7.04 4.40 0.79
3.53 -6.84 -3.35
-0.86 0.35 0.59
1.20 -1.00 1.17
2.22 -1.68 -2.10
-1.03 1.48 2.47
1.62 -2.52 -1.86
-0.99 3.02 -0.22
-3.44 1.40 0.09
-3.23 1.74 1.91
1.21 2.71 1.98
0.55 3.05 0.41
0.57 -0.69 -3.30
1.25 1.58 -1.75
0.52 -1.84 -3.06
1.64 -1.18 -0.12
0.17 -1.15 0.07

Computed properties:
HOMO level, eV: -8.37
Gap between HOMO and LUMO, eV: 7.578
Electronic energy, eV: -33718.183
SMILES string: CCOc1cccc(C(=O)Nc2cccc(-c3nc4ncccc4o3)c2C)c1
Charge: 0

---

Entry 3:
Formula: C22H19N3O5
Source: the OMol25 dataset
Level of theory: wB97M-V/def2-TZVPD

Last column: Löwdin charge in e.
Atoms and positions in Å:
O1 9.2037 1.7452 -0.5156  0.076
N1 -0.7893 0.5890 -0.4419  0.199
N2 0.6027 -1.1829 -0.4898  0.132
O2 9.1122 1.5071 1.7360  0.115
O3 -0.7358 -1.6491 -0.3778  0.028
O4 -7.1105 -0.4521 0.5763  0.074
O5 -5.9981 -2.4749 0.7537  0.074
C1 8.5954 1.4246 0.4960  -0.505
C2 -1.4959 -0.4858 -0.3584  -0.251
C3 0.5017 0.1339 -0.5580  -0.278
C4 4.7584 -1.0001 -1.0215  -0.041
C5 5.2291 0.2587 -1.0349  -0.211
C6 2.7457 3.1805 -0.7431  -0.077
C7 -5.0680 0.8105 -0.1359  0.012
C8 -3.6842 0.7767 -0.3940  -0.015
C9 -3.7408 -1.5648 0.2273  0.081
C10 1.5972 2.3543 -0.5535  -0.022
C11 4.0028 2.6063 -0.9511  -0.019
C12 -5.7781 -0.2928 0.2766  -0.192
C13 -5.1370 -1.5012 0.4102  -0.202
C14 -2.9799 -0.4311 -0.1688  -0.128
C15 1.7025 0.9631 -0.6592  -0.092
C16 4.1257 1.2138 -0.9523  -0.121
C17 3.0008 0.4108 -0.8344  -0.159
N3 3.3958 -0.9032 -0.8678  0.082
C18 -7.5609 -1.8056 2.4453  0.007
C19 -8.3221 -2.5836 0.2127  0.016
C20 7.1797 0.8898 0.3276  -0.084
C21 6.6927 0.5611 -1.1193  -0.128
C22 -7.2593 -1.8136 0.9746  -0.553
H1 9.9315 1.9913 1.6360  0.116
H2 5.3658 -1.9025 -1.1166  0.136
H3 2.6632 4.2651 -0.7244  0.096
H4 -5.5990 1.7500 -0.3055  0.123
H5 -3.1234 1.6385 -0.7725  0.116
H6 -3.2625 -2.5275 0.3791  0.126
H7 0.6296 2.8646 -0.3385  0.120
H8 4.8966 3.2233 -1.0935  0.116
H9 2.7321 -1.6911 -0.8543  0.138
H10 -8.5006 -1.2805 2.6800  0.102
H11 -7.7078 -2.8307 2.7972  0.096
H12 -6.7766 -1.2990 3.0233  0.104
H13 -8.3635 -3.6520 0.5501  0.112
H14 -9.3049 -2.1300 0.3864  0.095
H15 -8.1630 -2.5698 -0.8609  0.090
H16 7.1028 0.0715 1.0155  0.117
H17 6.5523 1.6968 0.7163  0.127
H18 7.2762 -0.2927 -1.5539  0.131
H19 6.8646 1.3902 -1.8232  0.120

Cartesian forces, eV/Å:
0.15 0.09 1.53
0.38 0.10 -0.34
-0.76 0.42 -0.25
-1.01 -0.19 -0.24
-0.51 2.21 -0.01
0.47 0.46 -0.91
0.07 -0.18 0.00
-0.03 -0.14 -2.89
-0.22 -0.64 0.40
0.17 -1.55 0.55
-0.36 0.58 0.14
1.36 1.00 -0.68
0.23 -0.79 0.04
-0.10 1.45 -0.49
0.30 -1.04 0.31
-0.40 -0.51 0.02
0.35 0.65 -0.27
-0.22 0.41 0.16
0.20 -0.21 -0.09
2.42 0.65 -0.25
-0.94 -0.58 -0.07
-0.06 0.68 0.12
0.98 -0.74 0.08
-1.22 -0.44 0.21
-1.54 -1.67 -0.14
-0.44 -0.01 1.06
-0.52 -0.29 -0.04
0.63 0.99 0.13
0.85 -0.01 0.27
-0.70 -0.79 0.66
0.65 0.19 -0.02
-0.74 0.17 0.14
-0.13 -0.26 0.06
0.13 -0.26 0.10
-0.48 -0.27 0.31
0.10 0.13 -0.02
0.79 -0.80 -0.33
-0.40 -0.11 0.08
0.53 0.86 0.05
0.28 -0.05 -0.41
0.29 0.10 0.05
-0.03 -0.29 -0.23
0.19 1.02 -0.19
0.18 -0.09 0.09
0.27 0.02 -0.11
-0.51 -0.68 0.24
-0.21 -0.13 0.16
-0.58 0.58 0.51
0.13 -0.04 0.52

Computed properties:
HOMO level, eV: -8.00
Gap between HOMO and LUMO, eV: 8.174
Electronic energy, eV: -37829.896
SMILES string: CC1(C)Oc2ccc(-c3nc(-c4cccc5c(CCC(=O)O)c[nH]c45)no3)cc2O1
Charge: 0

---

Entry 4:
Formula: C22H19N4O3S2Ti
Source: the OMol25 dataset
Level of theory: wB97M-V/def2-TZVPD

Last column: Löwdin charge in e.
Atoms and positions in Å:
Ti1 0.5860 0.0083 -0.0020  0.740
N1 -1.2941 -1.9677 3.4835  0.076
C1 -0.7472 -1.5255 2.3310  -0.825
S1 0.4269 -0.2528 2.4485  0.663
N2 -1.1768 -2.1595 1.2513  0.033
N3 -0.6424 -1.6166 0.1053  -0.072
C2 -0.7929 -2.3050 -0.9720  -0.159
C3 -1.5266 -3.5927 -1.0401  -0.187
C4 -0.8562 -4.7275 -1.4789  -0.042
C5 -1.5183 -5.9460 -1.5767  -0.076
C6 -2.8616 -6.0263 -1.2435  -0.085
C7 -3.5365 -4.8904 -0.8073  -0.073
C8 -2.8742 -3.6785 -0.6996  -0.025
C9 -0.2562 -1.6643 -2.1954  -0.178
C10 -0.3740 -2.2177 -3.4591  0.016
C11 0.1067 -1.5073 -4.5433  -0.033
C12 0.6858 -0.2652 -4.3487  -0.031
C13 0.7796 0.2225 -3.0656  -0.074
N4 0.3146 -0.4674 -2.0101  0.002
H1 -0.9237 -1.6615 4.3629  0.082
H2 -1.8763 -2.7865 3.4496  0.102
H3 0.1977 -4.6638 -1.7275  0.124
H4 -0.9812 -6.8253 -1.9083  0.104
H5 -3.3846 -6.9716 -1.3202  0.102
H6 -4.5851 -4.9505 -0.5435  0.104
H7 -3.3966 -2.8010 -0.3427  0.119
H8 -0.8494 -3.1792 -3.5858  0.117
H9 0.0219 -1.9229 -5.5395  0.115
H10 1.0705 0.3197 -5.1722  0.115
H11 1.2302 1.1786 -2.8396  0.128
C14 -0.8031 1.5407 -0.0868  -0.110
C15 -1.6269 2.4385 -0.1401  -0.120
C16 -2.6107 3.4891 -0.1450  -0.263
C17 -3.0463 4.0686 -1.3384  -0.047
C18 -3.9910 5.0835 -1.3272  -0.093
C19 -4.5205 5.5344 -0.1239  -0.101
C20 -4.0955 4.9612 1.0678  -0.091
C21 -3.1489 3.9487 1.0600  -0.041
H12 -2.6349 3.7142 -2.2750  0.110
H13 -4.3162 5.5229 -2.2618  0.098
H14 -5.2576 6.3270 -0.1154  0.097
H15 -4.5015 5.3045 2.0113  0.099
H16 -2.8133 3.5012 1.9865  0.114
C22 4.5046 0.0733 0.7545  -0.130
S2 3.2369 -0.0734 -0.4056  0.445
O1 2.3929 -1.2336 -0.0229  -0.397
O2 3.8123 -0.1146 -1.7152  -0.277
O3 2.3124 1.1102 -0.1714  -0.420
H17 5.1205 -0.8201 0.6627  0.082
H18 4.0704 0.1465 1.7500  0.079
H19 5.0757 0.9657 0.5059  0.082

Cartesian forces, eV/Å:
0.53 1.44 1.44
0.05 0.05 0.10
-0.25 -0.44 0.01
-0.27 -0.21 -0.19
0.51 0.74 -0.02
-0.71 -1.23 0.67
-0.24 0.10 -0.77
0.13 0.00 -0.10
0.05 -0.17 0.00
0.00 0.10 0.03
-0.02 0.04 0.01
0.02 -0.03 -0.01
-0.01 -0.01 -0.02
-0.40 -0.46 0.33
-0.07 -0.05 -0.26
-0.09 -0.21 -0.10
0.11 0.16 -0.07
-0.12 -0.14 0.42
0.29 0.01 -0.69
0.01 0.03 0.00
-0.01 0.00 -0.02
-0.03 0.00 0.00
-0.01 0.01 0.00
0.01 0.03 0.00
0.02 -0.01 -0.01
0.03 0.01 -0.01
0.00 0.02 0.00
0.01 0.02 0.02
-0.02 -0.03 0.01
0.03 0.03 -0.01
-0.16 0.22 -0.23
-0.16 0.12 0.00
0.14 -0.13 0.05
-0.01 0.02 -0.06
0.00 -0.02 0.07
0.05 -0.04 -0.04
0.01 -0.03 -0.01
-0.03 0.03 0.02
0.00 0.01 0.02
0.00 0.00 0.01
0.00 -0.01 0.00
0.00 0.00 -0.02
0.00 0.01 -0.01
0.48 0.01 0.51
-0.82 0.29 -0.20
0.31 -0.02 -0.43
0.02 0.00 0.03
0.51 -0.29 -0.52
0.04 0.06 0.04
0.01 -0.01 -0.04
0.02 -0.04 0.04

Computed properties:
HOMO level (alpha / beta), eV: -7.06 / -7.93
Gap between HOMO and LUMO (alpha / beta), eV: 6.539 / 7.129
Expectation value of S²: 0.7598
Electronic energy, eV: -80012.215
Multiplicity: 2
Charge: 0